13
Properties=species:S:1:pos:R:3:forces:R:3 method="wB97M-V/def2-TZVPD" total_charge=-1 relative_energy_kj_mol=139.1
C 1.1206 0.9893 1.2389 -1.07 1.63 -2.93
S 1.6776 -0.2902 -0.0551 -0.47 0.68 0.08
H 1.4500 2.0690 0.8512 -0.85 -2.19 0.99
H 1.8288 0.6256 1.9247 -0.04 0.31 2.07
H -0.0633 1.0114 1.4428 2.84 -0.14 0.01
N -1.4820 -1.1035 0.5219 -2.20 2.83 -0.33
C -1.9419 0.0411 -0.4472 1.30 -1.86 0.78
O -0.9740 0.5095 -1.4165 -0.73 -0.61 1.52
H -0.9570 -0.7200 1.3106 0.06 -0.19 -0.73
H -0.9038 -1.7022 0.0133 1.35 -0.99 -0.77
H -2.2493 0.8422 0.2411 -0.18 -0.03 -0.37
H -2.7978 -0.4284 -0.9859 0.54 0.78 0.18
H -0.0560 0.4113 -0.9873 -0.52 -0.23 -0.50



43
Properties=species:S:1:pos:R:3:forces:R:3 method="wB97M-V/def2-TZVPD" total_charge=-1
Au 0.8559 -0.5521 1.7754 0.03 0.04 0.16
S 3.1626 1.3923 5.6383 -0.06 0.68 -0.37
As 2.1075 0.2598 4.2127 0.82 -0.98 2.47
S 0.2855 1.2336 3.5060 0.05 -0.54 -0.83
S 3.2136 -0.1436 2.3905 -0.68 0.39 -0.74
S 1.6175 -1.5737 5.1870 -0.35 0.05 -0.65
C 0.8895 -1.2115 -1.3763 -0.20 -0.32 -0.08
N 1.2972 0.0101 -0.6818 -0.04 -0.31 0.22
C 0.6259 1.1488 -1.3132 -0.26 0.32 0.11
N 0.9387 1.2339 -2.7356 -0.13 0.17 -0.13
C 0.5273 -0.0119 -3.3720 -0.11 -0.01 -0.17
N 1.2019 -1.1704 -2.7961 -0.05 -0.23 -0.07
C 2.6442 -0.9835 -2.9235 0.17 -0.17 -0.18
N 3.0961 0.2437 -2.2825 0.21 -0.04 -0.07
C 2.7406 0.1875 -0.8724 0.44 0.06 0.21
C 2.3859 1.3590 -2.8900 0.06 0.19 -0.08
H -0.1893 -1.3411 -1.2636 0.05 -0.02 0.08
H 1.4025 -2.0631 -0.9193 -0.06 0.03 -0.01
H 0.9508 2.0690 -0.8205 -0.05 -0.09 0.04
H -0.4551 1.0451 -1.1913 0.04 0.00 0.06
H 0.7607 0.0379 -4.4391 -0.03 0.01 0.03
H -0.5525 -0.1331 -3.2508 0.02 -0.01 -0.03
H 2.9058 -0.9466 -3.9852 0.00 -0.03 0.05
H 3.1461 -1.8383 -2.4595 0.01 0.08 -0.07
H 3.0464 1.1169 -0.3850 -0.02 -0.15 0.05
H 3.2653 -0.6447 -0.3988 -0.02 0.06 0.01
H 2.6262 1.3897 -3.9571 -0.02 0.07 0.06
H 2.7139 2.2865 -2.4173 0.01 0.02 -0.04
C -0.9625 -1.6985 1.7029 0.97 0.34 0.11
C -2.1207 -0.8448 1.6375 -0.94 0.54 -0.07
C -2.7519 -0.4142 2.8195 0.24 -0.27 -0.17
C -3.8559 0.3962 2.7842 -0.35 0.22 -0.26
C -4.3740 0.8215 1.5525 0.97 -0.64 0.00
C -3.7510 0.4176 0.3635 -0.29 0.25 0.17
C -2.6522 -0.4041 0.4123 0.19 -0.21 0.27
C -5.5166 1.6357 1.4953 -0.87 0.66 -0.10
N -6.4545 2.2985 1.4161 -0.04 0.02 0.04
H -0.8336 -2.3419 0.8348 0.01 -0.04 -0.10
H -0.9058 -2.2599 2.6308 0.12 -0.05 0.04
H -2.3511 -0.7415 3.7675 0.08 0.01 0.09
H -4.3437 0.7080 3.6991 0.04 0.00 -0.01
H -4.1450 0.7625 -0.5863 -0.01 -0.06 0.07
H -2.1926 -0.7356 -0.5088 0.04 -0.02 -0.08



69
Properties=species:S:1:pos:R:3:forces:R:3 method="wB97M-V/def2-TZVPD" total_charge=+1
C 3.8215 1.4286 -2.7503 -0.17 0.18 0.01
C 3.1992 0.9366 -1.4787 -0.07 -0.03 -0.11
O 3.3325 1.4565 -0.4149 0.18 0.03 0.35
O 2.4724 -0.2403 -1.5321 -0.19 -0.17 0.02
C 1.3215 -0.2462 -2.3691 0.16 0.18 -0.52
C 0.2647 0.7471 -1.8875 0.14 -0.10 0.25
C -1.1106 0.1279 -1.6366 -0.02 -0.12 0.21
C -2.3302 0.9944 -1.9982 0.41 0.15 -0.01
N -2.9084 0.6548 -3.3246 -0.15 -0.26 0.41
C -4.0013 -0.2427 -3.2019 0.50 -0.17 -0.29
O -4.1313 -1.0990 -2.4015 -0.21 0.05 0.43
F -4.8933 0.0078 -4.1371 -0.08 -0.08 -0.30
C -2.0303 0.2933 -4.3728 -0.17 0.34 -0.31
O -1.7608 -0.8045 -4.7264 -0.10 0.28 0.04
F -1.5442 1.3818 -4.9588 0.06 -0.22 0.10
C -2.1577 2.5364 -1.8041 0.01 0.05 -0.27
C -3.2021 3.2970 -2.6538 -0.02 0.12 0.32
P -2.6129 2.9042 -0.0278 -0.28 0.09 -0.03
O -4.0707 3.0207 0.0395 0.04 -0.15 0.01
O -1.7597 4.0789 0.5642 -0.07 -0.09 -0.08
O -2.0998 1.6609 0.8597 0.08 0.02 -0.14
S -0.5105 3.1280 -2.3446 0.11 0.18 0.12
O -0.6449 3.9750 -3.4746 0.03 -0.05 -0.04
O 0.2279 3.5692 -1.2001 -0.04 -0.01 0.04
O 0.1777 1.7986 -2.8769 -0.21 -0.21 -0.04
H 4.7720 0.9172 -2.9055 -0.03 -0.06 0.02
H 3.1899 1.2709 -3.6211 0.05 -0.06 -0.02
H 4.0076 2.4927 -2.6323 0.07 -0.01 -0.04
H 1.5872 0.0096 -3.3985 -0.06 -0.03 -0.01
H 0.9431 -1.2660 -2.3960 0.05 -0.03 0.23
H 0.6405 1.2028 -0.9673 -0.05 0.02 0.00
H -1.2041 -0.8390 -2.1341 -0.07 0.09 -0.14
H -1.1638 -0.0784 -0.5679 -0.03 -0.01 0.00
H -3.1090 0.7125 -1.2935 -0.14 -0.02 -0.16
H -3.2851 4.3309 -2.3177 0.08 0.03 -0.10
H -2.9196 3.2865 -3.7002 -0.08 -0.05 -0.03
H -4.1792 2.8466 -2.4979 0.02 -0.03 -0.06
H -1.4824 4.7640 -0.0561 0.19 0.04 0.05
H -2.9108 1.2132 1.1408 0.01 0.00 0.17
C 2.0519 0.9618 3.0247 0.06 0.00 -0.01
C 2.8174 -0.3578 3.0939 -0.08 0.09 0.01
C 2.5219 -1.3210 1.9357 0.20 -0.03 0.12
C 1.0784 -1.5385 1.5019 0.18 0.09 -0.21
N 0.1058 -2.3072 2.3928 -0.26 -0.01 -0.08
C 0.1482 -3.7912 2.1178 0.17 -0.06 0.06
C 1.3307 -4.2958 2.9282 0.08 0.04 0.00
C 1.3589 -3.3910 4.1790 0.05 -0.03 -0.04
C 0.3886 -2.2465 3.8723 -0.08 0.00 0.17
C -1.2611 -1.7770 2.1129 0.06 -0.01 -0.02
H 0.9710 0.8215 2.9275 -0.01 0.00 0.05
H 2.2130 1.5454 3.9301 0.03 0.02 -0.02
H 2.3823 1.5605 2.1748 -0.05 -0.04 -0.04
H 2.6662 -0.8331 4.0645 -0.02 -0.03 -0.02
H 3.8865 -0.1438 3.0548 0.01 0.00 -0.01
H 3.0360 -2.2697 2.0944 -0.02 0.00 0.01
H 2.9844 -0.8881 1.0438 -0.10 -0.02 -0.07
H 1.0748 -2.0822 0.5568 0.00 0.00 0.00
H 0.6178 -0.5721 1.3009 -0.02 0.02 0.16
H -0.7935 -4.2011 2.4813 0.00 -0.01 0.01
H 0.2287 -3.9646 1.0479 -0.08 0.04 -0.02
H 2.2496 -4.1919 2.3552 0.00 -0.03 0.00
H 1.2272 -5.3509 3.1692 -0.08 0.01 0.02
H 2.3659 -3.0395 4.3920 -0.01 0.06 -0.05
H 1.0152 -3.9247 5.0624 0.00 0.00 0.01
H 0.7118 -1.2472 4.1417 0.07 -0.01 -0.05
H -0.5669 -2.4282 4.3623 -0.02 0.01 -0.03
H -1.4770 -1.9089 1.0541 0.00 0.02 0.00
H -1.2838 -0.7209 2.3736 -0.01 0.01 -0.01
H -1.9851 -2.3250 2.7100 -0.01 -0.02 -0.02



18
Properties=species:S:1:pos:R:3:forces:R:3 method="wB97M-V/def2-TZVPD" total_charge=0 relative_energy_kj_mol=186.7
N 1.0149 2.3596 -0.5012 -1.76 -1.02 1.10
C 0.0682 1.8322 -0.0669 0.39 0.94 -1.57
C -1.3353 1.3619 0.2741 -0.99 0.31 1.49
N -2.2880 1.4520 -0.7055 1.22 0.12 -0.03
O -1.6300 1.0762 1.4300 0.81 0.05 -1.38
H -2.0581 1.6977 -1.6581 0.00 -0.12 0.25
H -3.2451 1.2399 -0.4603 0.31 -0.02 0.06
C 0.2231 -1.3103 -1.7504 -0.52 0.13 -0.07
C 0.3247 -1.3620 -0.4170 0.89 -0.06 0.17
N 1.2365 -0.6344 0.3225 -0.05 0.29 -0.26
C 1.4074 -0.7497 1.7585 -0.05 -0.19 -0.25
H -0.4970 -1.9296 -2.2723 0.09 0.09 0.11
H 0.7844 -0.5881 -2.3334 0.13 -0.15 0.01
H -0.2725 -2.0608 0.1649 -0.01 0.16 -0.02
H 1.9122 -0.0651 -0.1887 -0.50 -0.45 0.34
H 1.9088 0.1424 2.1439 -0.12 -0.12 -0.08
H 0.4348 -0.8355 2.2521 0.11 0.06 -0.06
H 2.0109 -1.6261 2.0079 0.04 -0.01 0.20



55
Properties=species:S:1:pos:R:3:forces:R:3 method="wB97M-V/def2-TZVPD" total_charge=0 relative_energy_kj_mol=0.0
C 2.2766 -1.6252 -3.8482 -0.18 -0.19 0.14
C 1.7115 -2.3928 -2.6548 -0.03 0.18 0.05
C 2.8251 -2.7567 -1.6734 -0.27 -0.13 -0.05
C 0.5770 -1.5929 -1.9981 -0.06 -0.34 -0.12
N 1.0821 -0.4612 -1.2358 0.12 -0.09 -0.12
C 0.3053 0.6230 -0.9823 0.15 -0.14 -0.14
O -0.7988 0.7762 -1.4903 -0.07 0.17 -0.01
C 0.8651 1.6125 -0.0512 -0.58 0.56 0.44
C 0.1148 2.3542 0.8288 0.12 -0.33 -0.44
C 1.0148 3.1255 1.5998 0.50 -0.06 -0.14
C 0.8503 4.0452 2.6376 0.21 0.03 0.02
C 1.9811 4.6281 3.1587 -0.18 -0.10 -0.08
Cl 1.8301 5.7766 4.4485 -0.03 0.15 0.17
C 3.2650 4.3288 2.6872 0.04 -0.05 -0.08
C 3.4449 3.4227 1.6668 0.11 0.03 -0.02
C 2.3152 2.8180 1.1231 -0.39 0.25 0.43
N 2.2026 1.8936 0.1248 -0.06 -0.11 -0.03
C 3.3018 1.4528 -0.6896 0.40 -0.04 -0.18
C -0.2782 -2.4248 -1.0251 -0.01 0.23 -0.55
O 0.0947 -3.4449 -0.4858 0.07 -0.22 0.19
N -1.4868 -1.8576 -0.8049 -0.61 0.08 0.20
C -2.1933 -2.1705 0.4161 0.24 -0.22 0.05
C -1.3358 -1.7226 1.6039 0.38 0.09 -0.14
O -0.3565 -1.0321 1.5089 0.03 0.09 0.08
O -1.8122 -2.1718 2.7606 -0.36 -0.35 0.45
C -3.5245 -1.4665 0.5050 -0.11 -0.07 -0.08
C -3.6075 -0.0980 0.2736 -0.02 -0.08 0.02
C -4.8252 0.5506 0.3801 -0.01 0.07 0.00
C -5.9643 -0.1565 0.7262 -0.05 0.02 0.01
C -5.8830 -1.5176 0.9651 -0.07 -0.03 0.03
C -4.6677 -2.1708 0.8564 0.08 0.04 -0.05
H 3.0757 -2.1942 -4.3167 0.10 -0.02 -0.07
H 1.5051 -1.4407 -4.5919 -0.05 0.06 -0.13
H 2.6806 -0.6669 -3.5281 0.07 0.13 0.01
H 1.2595 -3.3234 -3.0122 -0.01 0.05 0.04
H 2.4033 -3.2044 -0.7783 0.07 -0.05 0.10
H 3.4934 -3.4805 -2.1336 0.13 -0.02 -0.02
H 3.4167 -1.8832 -1.4050 0.13 0.13 0.02
H -0.0793 -1.1843 -2.7749 0.09 -0.06 0.12
H 1.7881 -0.6959 -0.5551 -0.01 0.12 0.08
H -0.9519 2.3244 0.9183 -0.23 -0.08 -0.04
H -0.1303 4.2884 3.0139 -0.08 0.07 0.08
H 4.1148 4.8167 3.1373 0.07 0.04 0.04
H 4.4378 3.1901 1.3139 0.11 -0.02 -0.02
H 3.8608 0.6479 -0.2017 0.00 0.01 -0.07
H 2.9342 1.1036 -1.6528 0.09 0.04 0.09
H 3.9830 2.2880 -0.8598 -0.02 -0.04 -0.01
H -1.6395 -0.9273 -1.1877 0.15 -0.16 0.00
H -2.3200 -3.2561 0.4918 -0.04 0.20 0.05
H -1.2610 -1.8716 3.5013 0.05 0.09 -0.31
H -2.7256 0.4649 0.0047 0.13 0.08 -0.04
H -4.8824 1.6126 0.1942 -0.01 0.09 -0.02
H -6.9130 0.3524 0.8104 -0.08 0.04 0.00
H -6.7681 -2.0739 1.2356 -0.07 -0.05 0.02
H -4.6061 -3.2323 1.0448 0.02 -0.12 0.01



10
Properties=species:S:1:pos:R:3:forces:R:3 method="wB97M-V/def2-TZVPD" total_charge=0 relative_energy_kj_mol=490.8
C 0.3309 -0.7341 1.0039 -0.06 0.38 -0.30
C 0.0646 -1.4924 -0.0881 0.18 -0.15 0.83
C 0.1160 0.6702 0.7524 1.25 -0.59 1.12
N -0.5194 0.8594 -0.5021 -1.56 -1.53 -2.36
O 0.3043 1.6236 1.4730 -0.13 0.28 -0.32
O -0.3017 -0.9471 -1.1856 -0.23 2.45 0.04
O -0.0311 1.7132 -1.3670 0.57 -0.26 0.57
H 0.6658 -1.1015 1.9546 0.00 0.01 0.11
H 0.1160 -2.5765 -0.0623 -0.05 -0.18 -0.17
H -0.7453 1.9852 -1.9787 0.04 -0.39 0.48



Results for DFT total energy: -16576.3872 -130133.3534 -69264.9710 -11847.4731 -49425.7748 -10787.6136 (in eV, following the order of the records).